A.
Density functional theory data (wB97M-V/def2-TZVPD) for a cluster of 2 separate species, C5H14S in total.

Summary:
Net charge   0
LUMO level   0.918 eV

Last column: natural (NBO) charge in e.
Geometry (Å):
C 2.1220 2.9857 2.6678  -0.605
C 0.9249 2.6640 1.7875  -0.403
C 0.3154 1.3422 2.2093  -0.610
H 2.6720 3.8582 2.3283  0.209
H 1.8381 3.0756 3.7163  0.203
H 2.8518 2.1743 2.6262  0.202
H 1.2055 2.5959 0.7353  0.196
H 0.1356 3.3998 1.7654  0.200
H -0.5689 1.0960 1.6051  0.206
H 0.0907 1.2658 3.2718  0.203
H 0.8863 0.4289 2.0084  0.199
C -1.2347 -1.7916 -0.2730  -0.728
S -1.3729 -1.9057 -2.0868  0.180
C 0.2608 -1.4478 -2.6456  -0.771
H -2.2291 -1.6170 0.0982  0.229
H -0.8095 -2.7168 0.1057  0.211
H -0.4930 -1.0361 -0.0409  0.216
H 1.1223 -1.5574 -1.9771  0.222
H 0.3857 -0.4167 -2.9686  0.212
H 0.4339 -2.0638 -3.5222  0.228

***

B.
Density functional theory data (wB97M-V/def2-TZVPD) for a cluster of 2 separate species, C5H14S in total.

Summary:
Net charge   0
LUMO level   0.921 eV

Last column: natural (NBO) charge in e.
Geometry (Å):
C -0.1801 -2.7677 -3.0135  -0.617
C 0.7990 -2.2454 -2.0182  -0.398
C 0.2750 -1.1481 -0.9490  -0.607
H 0.1367 -2.4126 -3.9786  0.203
H -1.1920 -2.4104 -2.7509  0.197
H -0.2975 -3.8137 -3.1205  0.209
H 1.6316 -1.9085 -2.6542  0.196
H 1.2365 -3.1078 -1.4322  0.190
H 1.1433 -0.9827 -0.3365  0.222
H -0.0559 -0.2201 -1.4467  0.198
H -0.6410 -1.5246 -0.4381  0.202
C 0.3191 1.7453 3.0245  -0.703
S 0.2470 1.4488 1.1222  0.197
C -1.3978 1.5330 0.7038  -0.863
H -0.7038 1.6703 3.2733  0.212
H 0.7417 2.8539 2.9608  0.230
H 1.0725 1.0226 3.6157  0.238
H -1.9503 2.4901 0.2967  0.218
H -1.8430 0.7759 0.0206  0.235
H -2.1223 1.6852 1.5497  0.239

***

C.
Density functional theory data (wB97M-V/def2-TZVPD) for a cluster of 2 separate species, C5H14S in total.

Summary:
Net charge   0
LUMO level   0.976 eV

Last column: natural (NBO) charge in e.
Geometry (Å):
C 0.6370 0.5333 -1.1469  -0.610
C 1.0684 -0.7393 -1.8797  -0.395
C 1.4543 -0.5398 -3.3362  -0.602
H 1.5095 1.0061 -0.6882  0.207
H -0.0250 0.2324 -0.3400  0.204
H 0.1468 1.2105 -1.8408  0.206
H 1.9124 -1.2545 -1.3984  0.194
H 0.3000 -1.5079 -1.8320  0.190
H 1.8139 -1.4840 -3.7483  0.207
H 0.6321 -0.1778 -3.9647  0.200
H 2.2728 0.1934 -3.4092  0.199
C -2.2414 0.7099 1.6590  -0.724
S -1.8283 0.9604 3.4373  0.162
C -0.4129 -0.1238 3.5732  -0.749
H -3.3089 0.5534 1.5975  0.225
H -1.9143 1.6119 1.1519  0.219
H -1.6729 -0.1434 1.3039  0.214
H -0.1347 -0.1972 4.6218  0.231
H 0.4417 0.2755 3.0284  0.210
H -0.6505 -1.1192 3.2114  0.211

***

Of them, B has the lowest stability.

***

A.
Density functional theory data (wB97M-V/def2-TZVPD) for a cluster of 2 separate species, C5H14S in total.

Summary:
Net charge   0
LUMO level   1.024 eV

Last column: natural (NBO) charge in e.
Geometry (Å):
C -1.0925 1.4402 0.4201  -0.617
C -0.5883 1.3648 -1.0366  -0.408
C 0.6957 2.1432 -1.2927  -0.609
H -0.3043 1.6927 1.1275  0.205
H -1.4314 0.4235 0.6288  0.203
H -1.9386 2.1065 0.5830  0.213
H -0.6098 0.3290 -1.3678  0.197
H -1.2982 1.8262 -1.7275  0.202
H 1.4216 2.0708 -0.4696  0.196
H 1.2627 1.7413 -2.1301  0.212
H 0.4992 3.2043 -1.3954  0.208
C 1.5731 -1.3379 0.5874  -0.737
S 0.9727 -2.8863 1.3204  0.175
C -0.7900 -2.7680 0.9397  -0.749
H 0.9908 -0.4699 0.8950  0.214
H 2.6279 -1.2946 0.8450  0.230
H 1.5311 -1.4060 -0.5003  0.209
H -1.3776 -2.7995 1.8562  0.222
H -1.1221 -3.5531 0.2676  0.219
H -1.0220 -1.8271 0.4492  0.215

***

B.
Density functional theory data (wB97M-V/def2-TZVPD) for a cluster of 2 separate species, C5H14S in total.

Summary:
Net charge   0
LUMO level   0.980 eV

Last column: natural (NBO) charge in e.
Geometry (Å):
C -1.2784 -1.9388 1.0987  -0.610
C -1.7153 -0.4289 1.1218  -0.431
C -3.1767 -0.2306 1.4071  -0.613
H -1.4281 -2.4140 2.0807  0.207
H -0.2155 -1.9820 0.8532  0.212
H -1.7186 -2.4645 0.2561  0.210
H -1.4900 -0.0387 0.1357  0.195
H -1.1819 0.4022 1.5805  0.211
H -3.5345 0.7621 1.0365  0.213
H -3.7670 -0.8698 0.5854  0.193
H -3.6160 -0.5023 2.5003  0.212
C 3.8788 0.8643 -1.4192  -0.781
S 2.3659 -0.1111 -1.1892  0.232
C 1.2578 1.1701 -1.4252  -0.810
H 4.2273 1.2943 -0.4547  0.207
H 3.7515 1.8469 -1.9612  0.245
H 4.5058 -0.0297 -1.4631  0.248
H 1.3117 1.8951 -0.6061  0.213
H 1.6238 1.8524 -2.3691  0.203
H 0.1994 0.9230 -1.7682  0.246

***

Of them, B has the lowest stability.

***

A.
Density functional theory data (wB97M-V/def2-TZVPD) for a cluster of 2 separate species, CH4O2PS in total.

Summary:
Net charge   -1
LUMO level   3.700 eV

Last column: natural (NBO) charge in e.
Geometry (Å):
C 1.4642 -1.5090 -0.2236  -0.870
O -0.8040 -0.3425 -1.1809  -1.192
O -2.0110 2.7951 0.3139  -0.961
P -0.3985 -1.6224 -0.6408  1.086
S 0.5060 -1.2487 1.3193  -0.384
H 2.0742 -0.7302 -0.4166  0.187
H 2.1152 -2.4903 -0.2181  0.176
H -1.5182 1.9727 0.0724  0.504
H -1.4278 3.1753 0.9743  0.454

***

B.
Density functional theory data (wB97M-V/def2-TZVPD) for the ion CH4O2PS with charge -1.

Summary:
Net charge   -1
LUMO level   3.516 eV

Last column: natural (NBO) charge in e.
Geometry (Å):
O 0.7927 0.6793 -2.1836  -1.199
P 0.9950 0.8478 -0.7137  1.322
O 1.9248 -0.4856 -0.2416  -1.033
C -0.8522 0.1044 0.0119  -0.764
S -0.8965 -0.5071 1.9788  -0.238
H 1.5263 -1.2329 -0.6935  0.457
H -1.0399 -0.8336 -0.4315  0.165
H -1.7791 0.7551 -0.2176  0.187
H -0.6711 0.6726 2.4908  0.104

***

Of them, B has the lowest stability.

***

A.
Density functional theory data (wB97M-V/def2-TZVPD) for a structure of composition C5H20O5.

Summary:
Net charge   0
LUMO level   0.231 eV

Last column: natural (NBO) charge in e.
Geometry (Å):
C -0.9677 0.5008 0.0434  -0.313
O 0.4140 0.2563 -0.3171  -0.735
H -1.2445 1.5528 0.1137  0.179
H -1.6319 0.0957 -0.7200  0.200
H -1.2532 -0.0325 0.9501  0.206
H 0.5449 0.9220 -0.9963  0.473
C -0.3863 2.3427 -2.3451  -0.291
O -0.1610 0.9739 -2.2084  -0.694
H 0.2612 2.9728 -1.7353  0.185
H -0.3014 2.6376 -3.3910  0.193
H -1.4074 2.6221 -2.0857  0.202
H 0.7931 0.9454 -2.3112  0.497
C -0.7072 -1.4952 -1.9329  -0.260
O -1.7331 -0.6323 -2.5024  -0.741
H 0.2661 -1.0046 -1.9264  0.172
H -0.8816 -1.7700 -0.8927  0.157
H -0.6740 -2.3987 -2.5419  0.188
H -1.4558 0.2593 -2.2794  0.466
C 1.4013 -2.3457 1.3719  -0.266
O 1.6537 -1.4674 0.2655  -0.777
H 0.4572 -2.8620 1.1981  0.159
H 2.0753 -3.2010 1.3253  0.172
H 1.5752 -1.8566 2.3304  0.158
H 0.9271 -0.8602 0.1073  0.471
C 0.5465 0.4769 3.1037  -0.258
O 0.0188 1.5457 3.9090  -0.727
H 1.6302 0.3760 3.1628  0.167
H 0.0545 -0.4158 3.4899  0.166
H 0.3581 0.7287 2.0601  0.191
H -0.1722 1.1332 4.7545  0.460

***

B.
Density functional theory data (wB97M-V/def2-TZVPD) for a cluster of 5 separate species, C5H20O5 in total.

Summary:
Net charge   0
LUMO level   0.100 eV

Last column: natural (NBO) charge in e.
Geometry (Å):
C -14.1150 -28.2020 18.7940  -0.249
O -14.4090 -27.9310 20.1530  -0.750
H -14.4580 -29.1990 18.5250  0.187
H -13.1380 -28.1770 18.4940  0.164
H -14.5550 -27.3690 18.2830  0.160
H -14.2600 -27.0370 20.3610  0.493
C -17.0480 -26.7050 21.0890  -0.239
O -17.2720 -27.6610 20.1010  -0.732
H -16.5150 -26.9830 21.8940  0.158
H -18.0530 -26.4110 21.2980  0.169
H -16.5390 -25.8640 20.7020  0.156
H -16.3800 -27.8570 19.7970  0.474
C -14.8800 -24.3890 19.3240  -0.256
O -14.0140 -25.1130 20.1140  -0.731
H -15.3490 -25.1690 18.7180  0.185
H -14.3650 -23.7730 18.6050  0.165
H -15.6250 -23.8040 19.7850  0.182
H -13.5850 -24.5360 20.7960  0.464
C -15.9470 -23.9210 23.5540  -0.237
O -15.8530 -23.9960 22.1840  -0.714
H -15.3290 -24.7350 23.9710  0.157
H -16.9880 -23.9820 23.8200  0.191
H -15.4400 -23.0230 23.8510  0.160
H -15.0050 -23.7020 21.9200  0.447
C -18.4190 -24.8210 18.6450  -0.256
O -19.1390 -23.8980 17.8120  -0.720
H -18.9650 -25.4510 19.3600  0.178
H -17.6930 -24.2690 19.2840  0.152
H -17.8720 -25.4150 17.8740  0.188
H -19.5030 -23.2460 18.3860  0.457

***

C.
Density functional theory data (wB97M-V/def2-TZVPD) for a cluster of 5 separate species, C5H20O5 in total.

Summary:
Net charge   0
LUMO level   0.580 eV

Last column: natural (NBO) charge in e.
Geometry (Å):
C -0.0435 -3.7631 0.9367  -0.245
O -0.1583 -3.2411 -0.3748  -0.749
H -0.9492 -3.6991 1.5405  0.159
H 0.2043 -4.8190 0.8158  0.175
H 0.8185 -3.3240 1.4464  0.155
H -0.3151 -2.2824 -0.2957  0.486
C 0.0410 3.9461 -1.1550  -0.247
O 0.1489 5.0028 -2.1148  -0.726
H 0.6484 3.0968 -1.4483  0.180
H 0.3260 4.3639 -0.1845  0.166
H -1.0108 3.6808 -1.0041  0.163
H 0.0474 5.8304 -1.6435  0.465
C 3.0923 -0.1138 -2.1622  -0.253
O 2.6748 -0.2140 -0.7982  -0.756
H 2.5002 -0.8732 -2.6806  0.179
H 2.9509 0.9098 -2.4998  0.189
H 4.1489 -0.3296 -2.3423  0.175
H 3.1290 -0.9042 -0.3101  0.485
C -2.0515 -0.2199 2.9511  -0.250
O -3.3268 -0.8709 2.8915  -0.731
H -2.1653 0.6692 3.5804  0.166
H -1.3744 -0.8987 3.4806  0.162
H -1.6238 -0.0112 1.9731  0.187
H -3.2599 -1.6548 3.4344  0.465
C -1.0820 0.0590 -0.7200  -0.270
O -0.0189 -0.4654 0.0792  -0.767
H -1.3139 -0.7517 -1.4232  0.166
H -2.0435 0.2611 -0.2515  0.192
H -0.8111 0.9215 -1.3302  0.172
H 0.8174 -0.3055 -0.3909  0.508

***

Of them, A has the lowest stability.

***

A.
Density functional theory data (wB97M-V/def2-TZVPD) for the ion C5H8N3O2 with charge -1.

Summary:
Net charge   -1
LUMO level (alpha / beta)   3.330 / 3.601 eV

Last column: natural (NBO) charge in e.
Geometry (Å):
C 3.3215 0.7335 -0.2986  0.531
C 0.2749 0.4743 0.8543  -0.467
C 1.0905 1.6082 -0.2949  -0.203
C 0.1050 -0.8509 0.3746  -0.267
C -1.0338 -1.3010 -0.4369  -0.655
N 2.3649 1.4055 -0.5053  -0.477
N 4.2911 0.0854 -0.6189  -0.390
N 5.3345 -0.4062 0.0227  0.535
O 5.6622 0.2562 1.0740  -0.572
O 5.8616 -1.4099 -0.5330  -0.522
H 1.0011 0.3744 1.6382  0.206
H -0.6417 0.9014 1.1701  0.181
H 0.4981 1.4681 -1.1806  0.174
H 0.8885 2.6119 0.0277  0.170
H 1.1007 -1.2749 0.2134  0.177
H -0.8007 -1.2749 -1.5442  0.187
H -2.0035 -0.7196 -0.3564  0.191
H -1.2881 -2.3527 -0.3342  0.202

***

B.
Density functional theory data (wB97M-V/def2-TZVPD) for the ion C5H8N3O2 with charge -1.

Summary:
Net charge   -1
LUMO level   3.601 eV

Last column: natural (NBO) charge in e.
Geometry (Å):
C -0.9332 0.1198 -0.7882  -0.408
N -0.3676 -0.3803 0.3628  -0.274
C -0.4763 0.5079 1.4998  -0.403
N 1.0283 -0.6732 0.2522  -0.528
C 1.5295 -1.7179 -0.3925  0.749
O 1.0486 -2.8538 -0.4778  -0.714
N 2.7747 -1.4145 -0.8764  -0.626
C 3.1721 -0.0544 -1.1026  -0.462
C 4.0229 0.6428 -1.6525  0.453
O 4.5707 1.6347 -2.0087  -0.678
H -0.9749 -0.5425 -1.6925  0.211
H -2.0252 0.4185 -0.5512  0.180
H -0.3790 0.9386 -1.1647  0.168
H 0.2944 0.2861 2.2403  0.226
H -0.2125 1.5384 1.1039  0.144
H -1.4737 0.5187 1.7361  0.186
H 1.6271 0.1647 -0.0810  0.384
H 3.4108 -2.2273 -1.2567  0.390

***

Of them, A has the lowest stability.

***

A.
Density functional theory data (wB97M-V/def2-TZVPD) for a cluster of 2 separate species, C2H3NO2S2 in total.

Summary:
Net charge   0
LUMO level (alpha / beta)   -2.634 / -2.719 eV

Last column: natural (NBO) charge in e.
Geometry (Å):
C 1.7304 -0.9865 1.1352  -0.216
C 1.0887 -0.3008 0.3749  -0.250
N -2.1160 0.8778 -0.4562  -0.821
O -1.4580 -1.9273 -0.5454  -0.891
O -3.6682 -1.1914 0.2592  -0.895
S -2.4743 2.3508 -0.1698  0.562
S -2.2001 -1.0966 0.3906  1.660
H 2.4375 -1.7357 1.4037  0.236
H 0.8757 0.6030 -0.1494  0.226
H -1.9237 0.4570 -1.3393  0.389

***

B.
Density functional theory data (wB97M-V/def2-TZVPD) for an isolated molecule of C2H3NO2S2.

Summary:
Net charge   0
LUMO level (alpha / beta)   -1.578 / -1.588 eV

Last column: natural (NBO) charge in e.
Geometry (Å):
C 0.6643 0.8124 -0.1006  -0.309
C -0.3320 -0.1478 0.0807  -0.211
N -0.6570 -1.0565 -0.8768  0.435
O -0.0294 -0.9870 -2.1129  -0.495
O -1.4631 -1.9519 -0.7060  -0.310
S 1.1248 1.8125 1.2526  0.111
S -1.2179 -0.5980 1.6262  0.002
H 0.9019 -0.7290 -1.9222  0.509
H 2.3181 2.1810 0.7023  0.145
H -1.3097 0.6642 2.0567  0.124

***

C.
Density functional theory data (wB97M-V/def2-TZVPD) for a structure of composition C2H3NO2S2.

Summary:
Net charge   0
LUMO level   -0.692 eV

Last column: natural (NBO) charge in e.
Geometry (Å):
C 0.0326 0.7540 -0.1148  -0.564
C 0.6723 1.4066 0.8377  0.432
N 1.3249 1.8320 1.7341  -0.597
O -1.9264 -2.3751 -1.6372  -0.851
O -1.8227 -1.5293 0.6284  -0.863
S 0.8620 -0.8294 -0.5639  0.045
S -1.3576 -2.5479 -0.3164  1.635
H -0.9420 1.0046 -0.3935  0.255
H 1.1770 -0.3790 -1.6775  0.113
H 1.9798 2.6635 1.5031  0.395

***

Of them, B has the lowest stability.